81
Properties=species:S:1:pos:R:3:mulliken_charge:R:1 method="wB97M-V/def2-TZVPD" lumo_ev="-2.013 / -2.014"
C -4.351 2.297 0.547 -0.519
C 4.998 0.647 -2.616 -0.177
C -3.211 -1.641 -2.068 -0.225
C 0.854 -3.063 -6.458 0.091
H -5.327 0.998 -1.789 0.297
C -2.264 4.473 -3.684 -0.561
O -0.352 -2.213 -0.368 -0.602
F -1.101 -3.952 -7.413 -0.319
F 1.023 -5.279 -2.320 -0.288
F 4.194 -2.348 -0.412 -0.390
H -6.885 -0.661 -2.740 0.436
O -0.033 -0.740 1.366 -0.380
F 2.752 -2.104 -5.536 -0.293
C -2.592 2.108 -3.422 -0.489
H -1.810 5.575 -1.899 0.459
C -2.358 2.239 -2.055 0.699
F 5.287 -4.390 0.905 -0.318
C -0.210 -3.401 -3.978 -0.162
O 0.045 1.952 1.150 -0.566
O 2.039 2.893 0.382 -0.703
O 1.760 0.552 0.306 -0.719
C -4.992 2.627 1.727 -0.820
F 2.755 0.764 -1.960 0.183
F -0.757 -3.525 -2.755 -0.507
C 2.545 -3.728 -1.410 -0.849
O 0.304 -3.164 1.843 -0.727
H -2.811 1.134 -3.840 0.471
F 5.193 1.910 -2.245 -0.306
Ge 1.739 -2.072 -2.316 3.985
C -0.961 -3.762 -5.071 -0.060
F 6.826 -2.155 -3.957 -0.315
H -1.907 3.575 -0.436 0.533
O 1.745 -1.779 0.354 -0.536
H -2.105 0.060 1.762 0.349
C -5.855 -0.934 -2.553 -0.770
O -1.216 0.147 -0.598 1.859
C 2.643 -6.094 -0.860 0.088
H -3.246 0.666 3.868 0.462
C -3.560 1.116 2.936 -0.923
C -3.655 -0.357 -1.770 0.692
S 0.077 -0.118 -3.078 -0.431
C -2.076 3.488 -1.504 -0.269
C -4.599 2.036 2.920 -0.526
C 3.466 -1.244 -2.886 0.070
C 5.811 -1.431 -3.489 0.192
C 1.075 -2.877 -4.047 -0.115
C -5.409 -2.216 -2.848 -0.630
P -2.562 0.826 -0.969 0.558
H -2.192 -1.904 -1.870 0.352
C -2.541 3.228 -4.233 -0.873
H -4.646 2.766 -0.385 0.399
C -4.088 -2.565 -2.613 -0.947
C -2.917 0.772 1.759 -0.625
C 1.566 -2.686 -5.330 0.077
H -6.093 -2.945 -3.261 0.409
C 3.736 -5.886 -0.038 0.676
W 0.547 -0.511 -0.820 0.554
C 3.764 0.052 -2.509 -1.328
H -5.797 3.350 1.719 0.424
F 2.137 -7.323 -0.983 -0.314
F 7.252 0.408 -3.231 -0.316
C -3.305 1.372 0.563 0.939
F 4.295 -6.900 0.607 -0.310
C 2.076 -5.026 -1.533 -0.086
H -5.104 2.294 3.842 0.405
H -3.728 -3.556 -2.854 0.502
S 0.405 -2.078 0.957 1.009
C -2.024 4.603 -2.322 -0.918
F 4.377 -3.264 -3.666 -0.428
C 6.042 -0.111 -3.121 0.659
F -2.206 -4.230 -4.934 -0.316
H -2.726 3.128 -5.294 0.465
F 1.373 -2.880 -7.673 -0.306
O 0.576 1.801 -1.128 -0.572
C 3.650 -3.563 -0.578 0.432
H -2.235 5.347 -4.321 0.416
C 4.553 -1.976 -3.357 0.306
Cl 1.098 1.873 0.224 2.024
C -4.984 -0.005 -2.016 -0.479
C -0.414 -3.601 -6.334 0.594
C 4.242 -4.606 0.105 0.250